[1]
171
Properties=species:S:1:pos:R:3:forces:R:3 method="wB97M-V/def2-TZVPD" smiles="COP(=O)(OC)OC.C1CCOC1.C1CCOC1.COCCOC.COCCOC.COCCOC.COCCOC.COCCOC.COCCOC.COCCOC.COCCOC" gap_ev=9.55 charge=0 e_lumo_ev=0.148 e_above_lowest_kj_mol=353.43
P -0.493 -0.833 -0.789 0.563 -1.430 0.231
O -2.502 0.653 -11.774 -2.318 -0.433 -0.870
O 5.503 -8.997 0.942 0.623 0.879 0.881
O -4.497 1.231 -9.443 0.136 0.969 -1.166
O -10.538 -0.425 1.254 1.077 -1.844 0.454
O 7.535 6.107 -7.903 -1.183 0.746 -0.075
O 6.234 -6.051 0.270 1.126 0.920 -0.700
O -0.597 -0.339 -2.320 0.755 0.065 0.535
O -1.879 -8.083 -6.616 -2.133 0.072 1.157
O -0.590 -2.329 -0.668 0.375 2.292 0.091
O -4.462 6.668 5.761 -0.081 0.875 1.360
O -3.384 10.075 6.336 0.107 -1.219 -0.868
O -0.666 6.269 -2.963 -0.140 -0.124 0.163
O 1.764 0.432 7.290 0.466 -0.750 0.197
O 6.210 5.887 -5.145 1.339 -0.482 0.717
O 12.213 0.173 4.171 -0.133 -0.070 0.458
O 4.309 -1.167 7.067 -0.098 0.942 -0.818
O 0.878 -0.132 -0.203 -1.486 -0.568 -1.521
O -11.167 -3.918 1.169 -1.416 -1.127 0.116
O -3.084 -5.309 7.878 -0.243 -1.216 1.040
O -1.642 -0.017 -0.027 1.064 -0.422 -0.392
O -5.035 -3.628 9.453 0.001 2.235 0.348
O -1.993 6.864 -5.541 -0.676 -0.539 0.523
C -2.992 -0.489 -0.038 -0.334 -0.279 -0.717
C 0.267 -8.082 -5.787 1.782 -1.486 1.302
C 0.784 1.431 7.075 0.655 -0.316 0.247
C -3.151 8.627 6.201 -1.697 1.700 0.072
C -2.485 10.724 7.193 0.233 0.225 -0.532
C 5.146 -6.825 -0.179 0.618 -0.736 0.015
C -4.843 -4.695 10.321 0.100 -1.787 -0.666
C -1.869 5.647 -3.426 0.287 0.512 0.217
C -10.397 -2.776 1.389 0.293 -0.842 -0.862
C 3.861 -0.488 8.233 -1.474 -0.220 -0.433
C -3.812 1.366 -11.775 0.931 -1.151 1.003
C 4.979 -2.373 7.294 0.603 -0.120 1.590
C -1.943 5.544 -4.952 1.225 1.165 0.509
C 4.699 -7.800 0.915 0.024 -0.106 -1.069
C 2.982 0.790 7.941 0.011 -0.492 -0.253
C -1.708 6.831 -6.929 -0.006 0.232 0.327
C -0.698 -8.058 -4.601 -0.630 1.147 0.005
C 1.596 -0.660 0.905 -0.589 -0.468 1.074
C -10.612 -5.162 1.528 0.842 0.244 -0.038
C 12.223 0.121 2.744 1.505 -0.015 -0.168
C -5.039 0.419 -8.456 0.368 -0.210 0.127
C 10.862 -0.019 4.614 -0.298 0.343 -0.167
C -0.575 -7.940 -7.009 0.963 0.585 -0.771
C -4.469 8.080 5.573 0.970 -0.445 0.515
C 8.275 7.072 -7.159 0.648 -1.842 1.197
C -1.921 -7.493 -5.309 -0.755 -0.223 0.743
C -5.026 -3.777 8.072 0.950 -1.390 -1.126
C 5.894 5.182 -6.320 -1.728 0.028 0.766
C -0.643 6.342 -1.546 -0.411 0.757 0.249
C 0.467 -0.720 -3.268 -0.962 -0.363 0.436
C 10.874 0.541 2.320 -1.205 0.465 0.729
C -5.423 5.960 5.032 1.195 -0.653 -1.165
C -1.687 0.858 -10.645 -1.023 0.622 0.187
C 6.831 -5.359 -0.862 -1.475 -0.038 0.404
C -4.894 0.855 -10.772 2.105 0.783 0.184
C 6.068 5.080 -3.998 -0.034 0.864 0.904
C 6.152 6.034 -7.509 0.714 0.157 -0.819
C -11.217 -1.631 0.854 0.258 1.091 1.357
C -1.691 -5.451 7.617 -0.792 0.351 -0.871
C 6.850 -8.737 1.430 -0.581 0.803 -0.411
C -3.642 -4.099 7.434 0.408 0.621 1.180
C -10.950 0.720 0.631 -1.012 0.417 -0.631
C 10.061 -0.204 3.388 -1.078 -0.459 -2.411
H -2.144 0.503 -9.722 -0.101 -0.124 0.051
H -4.914 5.871 4.072 -0.833 -0.133 -0.844
H 5.476 -2.824 6.435 -0.481 0.546 -0.384
H -1.467 10.764 6.804 0.395 -0.722 -0.012
H -0.985 -9.005 -4.144 0.453 -0.266 -0.402
H -2.113 7.703 -7.442 -0.346 0.083 0.362
H 1.221 2.330 6.640 0.016 0.112 -0.253
H 3.459 1.574 7.353 0.552 -0.202 -0.301
H -4.293 1.242 -12.745 0.625 -0.088 -0.271
H -12.038 0.721 0.691 -0.347 0.646 -0.217
H -1.094 -4.597 7.937 -0.165 0.365 0.070
H -0.630 6.918 -7.068 0.198 -0.568 -0.206
H 5.567 5.684 -8.359 0.289 -0.398 -0.133
H 9.035 0.152 3.488 0.001 -0.022 0.031
H 5.759 -2.204 8.035 0.515 0.114 0.091
H 6.822 -7.860 2.076 0.027 -0.145 0.336
H -1.250 -6.323 8.099 -0.575 -0.156 -0.062
H -12.171 -1.646 1.382 -0.362 -0.039 -0.166
H -2.802 4.935 -5.232 -0.074 -0.031 -0.149
H 1.687 0.127 1.653 0.182 0.086 -0.175
H 4.382 -6.172 -0.602 -0.494 0.008 0.294
H -6.126 0.453 -8.523 -0.145 -0.527 0.250
H 10.709 -0.828 5.328 0.571 0.044 0.139
H 6.225 4.144 -6.348 0.876 0.104 -0.127
H -5.332 8.538 6.056 -0.026 0.056 0.175
H -4.513 8.332 4.513 0.084 0.017 -0.229
H 2.575 -1.077 0.668 -0.066 0.308 -0.509
H -2.159 5.942 -7.371 0.303 -0.117 -0.291
H -2.910 -3.375 7.792 -0.204 0.878 -0.302
H -2.295 8.410 5.562 0.123 0.053 0.107
H 4.643 -0.308 8.971 0.504 0.513 -0.308
H -5.725 -4.528 7.703 -0.227 -0.607 0.357
H 0.776 -9.046 -5.789 0.139 -0.081 -0.062
H -5.820 1.350 -11.066 -0.338 -0.136 0.154
H 7.851 8.065 -7.008 -0.052 0.130 -0.879
H -1.671 -5.525 6.530 0.920 -0.197 -0.175
H -3.923 -5.231 10.089 0.081 -0.026 0.048
H -4.572 -0.556 -8.596 -0.669 -0.633 0.192
H -1.890 4.685 -2.913 -0.398 -0.514 -0.482
H 4.376 -3.133 7.792 -0.634 -0.137 -0.254
H 0.165 -1.576 -3.872 -0.313 -0.235 0.399
H -6.424 6.380 4.928 0.067 0.306 0.278
H 0.291 1.719 8.004 -0.109 -0.011 0.187
H 1.030 -1.462 1.380 -0.050 -0.112 -0.059
H 6.131 5.752 -3.142 -0.228 0.163 -0.011
H 7.700 -4.748 -0.617 0.143 -0.690 0.375
H -10.183 -5.180 2.530 -0.436 0.193 0.510
H -11.343 -5.963 1.414 -0.105 0.326 0.011
H 3.208 -1.188 8.754 -0.453 -0.044 0.197
H 7.504 -8.430 0.614 0.006 -0.207 -0.238
H 2.771 1.279 8.891 -0.062 -0.198 0.456
H 1.071 -7.346 -5.771 -0.193 0.188 0.311
H -5.664 -5.395 10.165 -0.161 -0.372 0.192
H -9.516 -2.921 0.763 0.664 0.490 0.290
H -2.831 -7.700 -4.746 -0.286 -0.686 -0.558
H -1.585 6.689 -1.123 -0.483 0.262 -0.327
H -1.004 5.109 -5.292 -0.027 -0.509 -0.121
H -5.465 4.933 5.392 -0.188 0.180 0.428
H 6.857 4.359 -3.784 0.225 -0.295 -0.744
H 12.534 -0.878 2.438 -0.205 -0.217 -0.223
H 5.498 -7.463 -0.990 -0.035 -0.153 -0.398
H 10.836 1.610 2.531 -0.267 0.235 -0.427
H -2.720 6.226 -3.067 -0.228 0.154 0.038
H -11.404 -1.723 -0.216 0.259 0.160 -0.135
H 4.640 -7.240 1.848 0.248 -0.345 0.416
H -10.656 0.730 -0.418 0.027 0.129 -0.286
H -0.744 0.326 -10.770 0.014 0.401 -0.331
H 4.817 5.082 -6.190 -0.649 -0.281 -0.791
H -3.700 -4.063 6.346 -0.140 0.043 -0.266
H 10.029 -1.187 2.919 -0.174 -0.618 0.824
H 0.561 0.080 -4.002 0.433 0.284 0.605
H 1.341 -1.011 -2.685 0.261 0.460 -0.434
H -0.303 -8.688 -7.755 -0.275 0.250 -0.251
H -9.736 -5.401 0.925 0.048 -0.033 -0.583
H -1.646 1.945 -10.578 0.975 0.175 0.548
H 10.542 0.300 1.310 0.272 0.129 0.030
H -0.420 -7.403 -3.775 0.282 0.041 -0.086
H 5.734 7.024 -7.326 0.224 0.299 0.269
H -0.431 -6.917 -7.357 0.090 0.112 -0.722
H -4.705 0.761 -7.477 -0.127 0.293 -0.066
H -3.580 2.417 -11.607 -0.246 0.176 0.118
H -3.103 -1.453 -0.535 0.352 -0.141 0.061
H 9.300 6.973 -7.516 -0.152 0.851 -0.490
H 12.952 0.825 2.343 0.358 -0.052 0.352
H -2.710 11.791 7.179 -0.658 -0.105 0.519
H 0.072 7.101 -1.230 0.299 -0.245 -0.282
H -3.016 8.266 7.221 0.082 -0.515 -0.107
H -1.945 -6.404 -5.304 0.564 0.352 -0.661
H -4.961 -0.231 -10.840 -0.185 -0.115 -0.107
H 6.103 -4.645 -1.248 -0.307 0.247 0.003
H 7.311 -9.575 1.952 -0.560 -0.234 -0.121
H 6.955 -6.054 -1.692 0.672 -0.173 0.094
H 0.064 0.971 6.399 -0.013 0.261 0.029
H -5.395 -2.883 7.569 0.217 0.454 0.518
H -3.552 0.217 -0.652 -0.265 0.122 0.467
H 5.097 4.586 -3.953 -0.162 -0.139 -0.175
H 10.422 0.905 4.989 0.648 0.237 0.835
H -10.153 -2.690 2.448 0.165 0.375 0.051
H 3.701 -8.148 0.649 -0.040 -0.025 0.120
H -4.817 -4.450 11.383 -0.166 0.807 -0.285
H -3.361 -0.611 0.980 0.081 0.401 -0.091
H -10.545 1.607 1.120 0.048 -0.187 0.128
H -0.483 5.423 -0.982 0.481 -0.532 -0.531
H 8.375 6.677 -6.148 -0.130 0.098 0.392
H -2.531 10.247 8.171 0.227 0.380 0.301



[2]
173
Properties=species:S:1:pos:R:3:forces:R:3 method="wB97M-V/def2-TZVPD" smiles="O=S1(=O)CCCC1.O=S1(=O)CCCC1.O=S1(=O)CCCC1.COC[C@H](C)N.COC[C@H](C)N.COC[C@H](C)N.COC[C@H](C)N.CC(C)O.CC(C)O.CC(C)O.CC(C)O.CC(C)O" gap_ev=9.52 charge=0 e_lumo_ev=0.316
S 1.099 1.041 -0.550 -3.349 -0.738 -0.276
S -12.756 4.883 0.678 -0.358 0.475 0.772
S 0.089 -11.055 1.247 0.994 0.783 -0.091
O -0.289 -11.524 -0.084 -0.044 0.083 1.404
O -2.228 -3.432 -6.197 -0.432 0.963 -0.021
O -1.474 8.392 5.685 -0.214 0.179 0.469
O 6.042 -5.582 0.767 0.485 -0.505 -1.048
O -4.171 7.445 -4.066 0.480 0.383 -0.399
O 0.073 -9.614 1.493 -0.296 -1.232 0.104
O -13.929 4.806 1.589 2.133 -0.006 -1.720
O 1.927 -2.355 9.438 0.202 -1.976 -0.611
O -12.932 5.108 -0.760 0.047 -0.295 1.520
O -6.021 -6.347 6.722 -1.129 0.573 0.465
O 5.913 -8.298 -5.589 0.440 0.069 0.002
O 8.665 3.443 -8.626 1.567 -0.683 0.139
O 2.207 1.279 0.335 0.540 0.169 -0.489
O 1.224 0.595 -1.954 0.217 1.029 2.119
O 9.334 3.925 0.407 0.387 0.054 -0.441
N -4.399 11.080 -3.454 -0.570 1.744 -0.873
N -1.235 -1.278 -7.695 -0.114 -0.775 -0.050
N -8.615 -5.326 7.374 1.241 0.308 -0.387
N 0.543 10.604 6.018 -1.023 1.223 0.563
C -0.079 8.208 5.953 -0.353 -0.431 0.039
C 5.626 -4.630 2.832 -1.015 1.252 1.790
C -0.168 2.423 -0.380 0.954 1.044 -0.928
C 0.751 9.331 5.334 -0.533 1.326 0.495
C -1.457 0.559 0.464 0.539 -1.199 -0.214
C 1.749 -11.699 1.696 -1.408 0.345 -0.159
C -4.946 6.392 -4.657 -0.197 1.186 0.602
C 10.936 2.825 -1.124 -0.574 1.797 -0.758
C 9.062 4.569 -1.923 1.860 0.197 0.673
C -2.589 -4.564 -5.384 0.865 -0.254 -1.403
C -0.066 -0.095 0.351 0.779 0.326 -0.224
C -1.258 2.037 0.639 1.292 0.144 -0.396
C 7.509 3.484 -9.384 -1.988 0.913 -1.029
C 5.954 -4.359 1.428 0.870 1.511 0.298
C -0.770 -11.980 2.648 1.339 -0.940 -1.142
C 2.222 9.129 5.498 0.981 -1.581 -0.645
C -11.473 6.115 1.337 -0.960 -0.926 -1.642
C 0.348 -12.415 3.705 -0.767 1.141 -0.033
C -10.194 3.950 1.132 -1.638 0.967 -0.656
C 7.672 3.927 -10.832 0.029 0.347 -0.083
C -8.113 -5.417 5.997 -1.464 0.993 -1.308
C 2.116 -1.003 9.359 -0.541 2.050 0.088
C -3.885 9.376 -1.916 0.073 -0.546 -0.190
C -3.797 9.799 -3.414 -0.432 -2.210 1.616
C -1.409 -2.537 -8.453 -0.274 1.182 1.133
C -0.276 -2.618 -9.458 0.013 -1.229 -0.371
C 10.062 4.119 -0.843 -0.791 -1.521 1.707
C -8.806 -4.342 5.040 0.527 -0.793 1.018
C 6.811 2.158 -9.371 -0.089 -0.444 1.209
C 2.225 -0.500 10.788 0.537 0.540 0.285
C -6.571 -5.287 5.952 -1.362 -0.347 0.146
C 7.244 -3.492 1.417 -0.142 -0.714 -1.377
C 1.663 -11.762 3.241 0.755 -0.410 -0.852
C -10.422 5.233 1.987 0.989 1.154 0.145
C 7.118 -8.086 -7.632 0.750 -1.814 -1.285
C -4.642 -6.318 6.837 0.953 -0.398 -0.855
C -1.483 -3.702 -7.404 -0.700 -0.955 -0.605
C 0.990 -0.348 8.610 -0.948 0.452 0.213
C 5.975 -6.134 -6.651 0.332 -0.345 0.710
C -11.619 3.449 0.939 -1.066 -1.195 1.363
C -2.402 7.433 6.259 1.280 0.714 -0.285
C 6.725 -7.425 -6.357 0.041 0.943 -0.512
C -4.556 8.809 -4.392 1.122 -0.659 1.394
H -2.252 7.345 7.335 0.232 -0.217 0.091
H -0.237 -1.224 -7.551 0.297 0.388 0.352
H -2.034 -4.507 -7.890 0.389 -0.523 -0.192
H 0.198 8.249 7.007 -0.553 0.093 0.605
H 7.903 -8.836 -7.536 0.278 -0.006 0.653
H 7.316 -3.083 0.409 0.363 0.216 0.029
H 8.345 3.810 -2.237 0.272 0.014 -0.214
H -2.014 0.341 -0.447 -0.120 0.140 -0.043
H 6.440 -5.131 3.355 -0.286 -1.024 -0.250
H -9.895 -4.344 5.007 -0.125 -0.955 0.118
H 9.800 4.903 -2.652 -0.783 -0.082 -1.072
H -11.080 6.557 0.421 0.009 -0.129 -0.170
H 8.337 3.246 -11.364 0.636 0.501 0.038
H -7.939 -5.959 7.777 -0.262 -0.201 1.222
H -5.403 11.000 -3.381 -0.278 -0.141 -0.212
H 6.350 -8.715 -8.081 -0.648 0.431 0.118
H -0.014 -1.683 -9.954 -0.502 0.224 0.256
H 2.609 -12.227 3.520 -0.322 -0.358 0.675
H 0.219 7.196 5.677 0.163 -0.139 -0.623
H 5.955 2.090 -10.043 0.280 0.148 -0.182
H -3.267 10.069 -1.344 0.131 0.109 -0.005
H 2.799 -2.689 9.659 -0.110 -0.626 0.119
H 0.357 -13.486 3.907 0.074 -0.081 -0.761
H 0.504 9.484 4.283 -0.094 -0.129 -0.042
H -11.904 2.992 1.886 -0.394 0.548 0.514
H 0.384 3.305 -0.054 0.129 -0.070 0.098
H 6.700 -5.391 -6.986 -0.321 0.006 -0.703
H -0.434 2.648 -1.413 -0.567 -0.280 0.035
H -11.853 2.576 0.330 0.303 0.626 -1.057
H 2.894 9.887 5.097 -0.634 0.349 -0.134
H 0.644 -2.973 -8.993 0.063 -0.065 0.201
H 4.602 -4.995 2.913 0.360 -0.811 0.385
H -4.902 9.527 -1.553 -0.181 -0.270 -0.018
H 5.636 -3.720 3.432 -0.316 0.506 -0.209
H -4.935 6.444 -5.746 -0.056 -0.064 -0.068
H 7.891 4.995 -10.817 0.964 -0.060 -0.443
H 1.632 -10.788 3.729 0.397 0.329 -0.674
H -9.527 -5.754 7.448 -0.062 -0.083 -0.065
H -2.248 6.485 5.744 -0.200 -0.241 0.215
H -4.607 5.415 -4.312 0.473 0.265 -0.028
H 1.306 -0.618 11.363 -0.297 0.020 -0.386
H -4.219 -6.532 5.855 0.325 -0.023 -0.299
H -6.352 -4.291 6.337 0.504 0.057 0.271
H 8.103 -4.147 1.556 0.154 0.006 0.148
H 6.933 4.263 -8.884 -0.928 -0.058 -0.159
H -11.921 6.949 1.878 -0.120 -0.552 0.443
H 9.117 4.284 -8.729 0.125 0.048 0.058
H -4.158 11.556 -2.596 0.264 0.395 -0.073
H 0.159 -12.002 4.696 -0.339 0.173 -0.082
H 5.711 -7.777 -4.808 -0.281 -0.257 0.306
H -2.375 -2.422 -8.944 -0.049 -0.391 -0.199
H 11.483 3.088 -2.029 0.246 -0.359 -0.192
H -10.682 5.165 3.044 0.067 -0.942 -0.022
H 10.713 4.961 -0.609 0.178 -0.079 -0.185
H -9.893 4.258 0.131 0.688 0.154 0.097
H -2.216 2.557 0.617 0.288 0.332 -0.449
H 5.156 -6.403 -7.317 -0.017 0.677 -0.124
H -1.673 -5.141 -5.256 0.012 -0.153 0.642
H -0.471 -4.007 -7.139 0.171 -0.172 0.044
H -5.955 6.503 -4.260 -0.430 -0.087 -0.367
H -9.534 3.167 1.503 -0.061 0.333 0.239
H 2.448 8.223 4.935 0.514 -0.347 0.257
H 6.775 3.906 -11.451 -0.519 -0.293 0.548
H 2.944 -1.103 11.342 0.322 0.055 -0.090
H 2.566 -11.146 1.232 -0.299 0.654 0.393
H -3.079 -4.304 -4.446 0.473 0.599 -0.141
H -3.279 -5.240 -5.889 -0.205 0.090 -0.417
H -9.533 5.862 1.965 0.359 -0.210 0.176
H -8.680 -3.326 5.417 0.904 0.084 -0.199
H -1.022 -12.896 2.115 -0.405 0.030 -0.013
H 2.539 0.542 10.848 -0.001 0.078 0.024
H -3.538 8.375 -1.662 -0.097 -0.087 -0.217
H 8.626 3.318 0.178 -0.190 -0.131 0.225
H -1.692 -11.442 2.865 0.384 0.052 0.565
H 5.622 -5.723 -5.705 -0.444 -0.009 0.020
H 2.520 9.008 6.539 -0.178 -0.205 0.114
H -4.306 -7.131 7.480 -0.203 0.212 0.243
H -0.383 11.005 6.001 -0.501 -0.203 -1.093
H -2.008 0.125 1.298 0.022 -0.092 -0.011
H -5.628 8.880 -4.205 -0.248 0.317 -0.029
H -2.720 9.888 -3.551 -0.049 -0.176 -0.984
H 1.779 -12.635 1.138 -0.070 -0.565 0.666
H -1.618 -1.616 -6.823 -0.096 1.173 0.874
H 8.559 5.459 -1.546 -0.146 -0.143 -0.033
H 7.293 -2.679 2.142 -0.340 -0.157 0.002
H 0.004 -1.037 -0.194 -0.245 -0.071 0.318
H -8.395 -6.406 5.634 0.279 -0.178 -0.541
H -6.231 -5.368 4.919 0.077 0.074 -0.188
H -3.425 7.787 6.135 0.217 0.152 -0.399
H 7.520 -7.469 -8.436 -0.302 0.628 0.298
H 0.419 -0.125 1.327 -0.094 -0.418 0.035
H 7.640 -7.122 -5.849 0.171 -0.320 0.522
H 0.729 -0.842 7.675 0.193 -0.157 0.068
H 1.280 0.676 8.378 -0.062 0.075 -0.018
H 0.580 10.513 7.024 0.896 -0.546 0.373
H 10.343 1.936 -1.336 -0.154 0.095 0.136
H 7.554 1.387 -9.576 -0.144 -0.161 -0.203
H -4.211 -5.362 7.135 -0.238 0.168 0.411
H -0.768 2.286 1.580 -0.373 -0.320 0.420
H 0.103 -0.296 9.240 -0.226 -0.061 -0.093
H 11.673 2.622 -0.347 -0.309 0.156 0.153
H -8.438 -4.527 4.031 0.036 0.508 -0.055
H -4.336 9.079 -5.425 -0.006 -0.161 -0.147
H 2.947 -0.700 8.723 0.930 -0.450 0.399
H -0.518 -3.330 -10.247 0.088 -0.102 -0.098
H 5.187 -3.802 0.890 -0.230 -0.025 0.247
H 6.698 -6.102 1.236 0.100 -0.253 -0.022
H 6.417 1.980 -8.371 0.068 -0.260 0.109